[1]
DFT (ωB97M-V/def2-TZVPD) results for the molecule C8H13NO3 at a distorted geometry.

```
25
C8H13NO3, DFT ωB97M-V/def2-TZVPD
C 3.5548 -0.3529 0.2632
C 2.4344 0.1053 0.1049
C 0.9739 1.2972 -1.3807
C -2.0310 -1.8625 0.1113
C -2.0199 0.4850 -0.5794
C -1.3093 -0.4919 0.3346
C 0.1374 -0.6999 0.0344
C 1.1104 0.5961 -0.0265
N 0.9123 1.4854 1.1605
O 1.0253 2.6663 -1.2604
O 0.8709 0.8172 -2.4699
O 0.4047 -1.6346 1.0864
H 4.3971 -0.8697 0.6124
H -1.4311 -2.4274 -0.5342
H -3.0045 -1.7108 -0.5197
H -2.1010 -2.4747 1.0469
H -1.6393 0.3586 -1.6580
H -1.7556 1.4276 -0.3408
H -3.0842 0.5116 -0.5382
H -1.3309 -0.1408 1.3045
H 0.1509 -1.0969 -0.9366
H 1.2861 2.7550 -0.3099
H 1.1399 1.1283 2.0612
H 0.0010 1.9619 1.2132
H 1.3076 -1.8336 1.2206
```

Values from the calculation:
Relative energy (zero: lowest compared OMol25 entry of this formula, charge and spin) = 80.87 kcal/mol
SMILES string = C#C[C@@](N)(C(=O)O)[C@@H](O)C(C)C
HOMO = -10.0 eV
E_tot = -593.0036 a.u.
LUMO level = 0.621 eV
Frontier orbital gap = 10.59 eV



[2]
DFT (ωB97M-V/def2-TZVPD) results for a cluster of 2 separate species, CH3IN2O2 in total at a distorted geometry.

```
9
CH3IN2O2, DFT ωB97M-V/def2-TZVPD
C 0.5687 1.0031 0.4959
N -0.2283 -2.0517 -0.7023
N 0.2348 -1.2718 -1.3775
O -0.7258 -2.8966 -0.1286
O -0.7735 0.8849 0.9105
I -2.1612 1.1807 -0.4905
H 0.8954 1.9455 0.9612
H 0.9238 0.9494 -0.5225
H 1.2661 0.2564 0.8538
```

Values from the calculation:
Relative energy (zero: lowest compared OMol25 entry of this formula, charge and spin) = 63.61 kcal/mol
SMILES string = N#[N+][O-].COI
HOMO = -9.4 eV
E_tot = -597.4577 a.u.
LUMO level = -0.784 eV
Frontier orbital gap = 8.63 eV